Model P:
{"formula": "CH3NOS2", "method": "ωB97M-V/def2-TZVPD", "lumo_energy_ev": [-0.28, -1.64], "molar_mass_da": 109.2, "multiplicity": 1, "species": ["C", "N", "O", "S", "S", "H", "H", "H"], "xyz": [[1.75123, 0.05809, -0.09642], [-0.81817, -0.72819, -0.18433], [-2.31984, 1.25778, -0.71381], [-1.98310, -1.23971, 0.88928], [-1.54092, 0.66846, 0.31713], [1.01317, 0.87533, -0.28839], [2.15976, -0.14673, 0.92726], [1.73788, -0.74503, -0.85073]]}

Model Q:
{"formula": "CH3NOS2", "method": "ωB97M-V/def2-TZVPD", "lumo_energy_ev": [-1.24, -1.24], "molar_mass_da": 109.2, "multiplicity": 1, "species": ["C", "N", "O", "S", "S", "H", "H", "H"], "xyz": [[0.98555, -0.23819, 0.23335], [-0.85469, 1.38302, -0.37560], [-1.83233, 1.96886, -0.04831], [-0.70827, -0.38887, -0.54480], [-1.54221, -2.15263, -0.13300], [0.77060, 0.25912, 1.13306], [1.48446, 0.36641, -0.53049], [1.69690, -1.19772, 0.26580]]}

Which of them is most stable? Easy: model Q.

Model P:
{"formula": "C2H10NO2S", "method": "ωB97M-V/def2-TZVPD", "total_charge": -1, "lumo_energy_ev": 3.11, "molar_mass_da": 112.2, "multiplicity": 1, "species": ["C", "C", "S", "N", "H", "H", "H", "H", "H", "H", "H", "H", "O", "H", "H", "O"], "xyz": [[0.46525, -0.13772, -0.30509], [0.10218, -1.17956, -1.40640], [-1.63320, -1.20753, -1.80714], [-0.21370, 1.17696, -0.49426], [0.14797, -0.64630, 0.61254], [1.52648, 0.11030, -0.21295], [0.74860, -0.98210, -2.28216], [0.63374, -2.08528, -1.09103], [0.19638, 1.46501, -1.39566], [-1.10783, 0.85833, -0.91952], [-1.55523, 2.99978, 0.30665], [-1.03574, 3.58132, -0.96939], [-1.53466, 3.80387, -0.20440], [0.67087, -2.18227, 2.86496], [1.17627, -2.89394, 4.10502], [1.41260, -2.68085, 3.19883]]}

Model Q:
{"formula": "C2H10NO2S", "method": "ωB97M-V/def2-TZVPD", "total_charge": -1, "lumo_energy_ev": 3.13, "molar_mass_da": 112.2, "multiplicity": 1, "species": ["C", "C", "S", "N", "H", "H", "H", "H", "H", "H", "H", "H", "O", "H", "H", "O"], "xyz": [[0.32781, -0.21302, 0.28006], [0.37336, -1.23024, -0.76320], [-0.79184, -1.20929, -2.20914], [0.33298, 1.26860, -0.15624], [-0.59636, -0.28400, 0.86438], [1.35091, -0.37779, 0.80306], [1.41514, -1.17891, -1.06069], [0.21633, -2.18513, -0.35328], [1.29333, 1.45603, -0.18977], [0.05616, 1.17433, -1.15947], [-0.33465, 3.23005, -0.00147], [-0.91380, 4.11114, 1.05936], [-0.67976, 4.16758, 0.10802], [0.45070, -2.68305, 4.21676], [1.11718, -2.05840, 2.98586], [0.93933, -1.92711, 3.91375]]}

Which of them is most stable? Easy: model P.

Model P:
{"formula": "C2HNS2", "method": "ωB97M-V/def2-TZVPD", "lumo_energy_ev": [-2.66, -2.67], "molar_mass_da": 103.2, "multiplicity": 1, "species": ["C", "C", "N", "S", "S", "H"], "xyz": [[0.76168, 1.02225, -0.04593], [0.60119, -0.32129, -0.06194], [0.89736, 2.16352, -0.02748], [-2.86642, -0.60202, 0.13221], [-0.90328, -1.23072, -0.10322], [1.50947, -1.03174, 0.10636]]}

Model Q:
{"formula": "C2HNS2", "method": "ωB97M-V/def2-TZVPD", "lumo_energy_ev": -1.99, "molar_mass_da": 103.2, "multiplicity": 1, "species": ["C", "C", "N", "S", "S", "H"], "xyz": [[1.01513, 1.98598, -0.12284], [0.20690, -0.25065, -0.65601], [1.37380, 3.05355, -0.33654], [-0.26567, -0.25880, -2.34206], [1.52854, -0.92147, -1.43329], [-0.31041, -0.60708, 0.19220]]}

Which of them is most stable? Easy: model P.

Model P:
{"formula": "C2HNS2", "method": "ωB97M-V/def2-TZVPD", "lumo_energy_ev": -1.64, "molar_mass_da": 103.2, "multiplicity": 1, "species": ["C", "C", "N", "S", "S", "H"], "xyz": [[-1.57103, 0.65978, 0.00637], [0.20607, -0.74975, 0.04073], [-2.37244, 1.50462, -0.00134], [0.12639, -2.33678, -0.02887], [1.06517, 0.66471, 0.00526], [2.54583, 0.25743, -0.02214]]}

Model Q:
{"formula": "C2HNS2", "method": "ωB97M-V/def2-TZVPD", "lumo_energy_ev": -2.00, "molar_mass_da": 103.2, "multiplicity": 1, "species": ["C", "C", "H", "N", "S", "S"], "xyz": [[0.32815, -0.04287, -0.05854], [-0.80070, -1.11003, 0.17092], [0.80029, 2.25288, 0.65668], [-1.70811, -1.79706, -0.30325], [-0.42132, 1.39398, -0.25107], [1.80168, -0.69690, -0.21476]]}

Which of them is most stable? Easy: model Q.